Model A:
Formula: C38H25ClMoN4O2S5
Source: OMol25
Level of theory: the ωB97M-V functional and the def2-TZVPD basis

Results
HOMO level (alpha / beta) = -7.46 / -7.64 eV
molar mass = 861.4 g/mol

```
! RIJCOSX wB97M-V def2-TZVPD def2/J DEFGRID3
* xyz 0 3
Mo -0.69342 1.46031 -0.33919
Cl 3.86701 6.44573 -3.53772
C 2.67498 5.28795 -3.03605
C 1.65599 4.92063 -3.92810
C 0.70232 4.00421 -3.56925
C 0.71644 3.40098 -2.28589
O -0.18600 2.50776 -2.02965
C 1.75081 3.79073 -1.39447
C 1.85701 3.27423 -0.06385
O 1.07008 2.50174 0.49552
C 2.72441 4.73128 -1.78857
H 1.63193 5.36952 -4.91222
H -0.08086 3.71432 -4.25556
H 2.71579 3.61915 0.52641
H 3.50761 5.00940 -1.09721
S -2.79727 -1.39441 -3.40418
C -1.19009 -1.12069 -3.99890
C -0.60988 -1.66023 -5.14001
C 0.68206 -1.28839 -5.44222
C 1.37235 -0.38257 -4.63174
C 0.80356 0.14772 -3.49239
C -0.48945 -0.25101 -3.15468
N -1.23421 0.12981 -2.03390
C -2.45463 -0.35652 -2.08194
C -3.38075 0.03839 -1.04419
C -4.69236 -0.43551 -1.00125
C -5.51896 -0.02415 0.02500
C -5.01185 0.85575 0.97758
C -3.71196 1.32865 0.90404
C -2.84397 0.94019 -0.11699
H -1.15082 -2.35661 -5.76352
H 1.16438 -1.70129 -6.31692
H 2.38074 -0.09519 -4.89463
H 1.35441 0.81994 -2.85834
H -5.05760 -1.11995 -1.75685
H -6.53936 -0.37367 0.08491
H -5.64528 1.18695 1.79061
H -3.37824 2.02036 1.66759
C -1.21358 -1.44792 1.42518
C -0.89786 -0.30588 2.33288
C -0.66561 -0.55403 3.70774
C -0.47196 0.48949 4.55425
C -0.58159 1.81796 4.07568
C -0.49242 2.93472 4.93612
C -0.69454 4.18867 4.43149
C -0.99935 4.36797 3.07210
C -1.07563 3.30989 2.19304
S -1.53395 3.59432 0.52183
C -0.82994 2.00183 2.70347
N -0.88723 0.92045 1.84805
H -0.88236 -2.39659 1.84457
H -0.76577 -1.31698 0.43914
H -2.29678 -1.48818 1.28527
H -0.63749 -1.57700 4.05263
H -0.26409 0.32561 5.60361
H -0.28053 2.77531 5.98431
H -0.63670 5.05415 5.07633
H -1.18903 5.36671 2.70163
S 0.52532 -5.61350 -1.53354
C 1.03304 -4.14743 -0.94044
S 0.57543 -2.65876 -1.71118
C 1.34964 -1.75070 -0.45351
N 1.91558 -2.49338 0.43857
N 1.77323 -3.82802 0.14676
C 2.33242 -4.72007 1.11178
C 2.31148 -4.34083 2.44761
C 2.85924 -5.18219 3.40018
C 3.42718 -6.39108 3.02808
C 3.45444 -6.75133 1.69074
C 2.91120 -5.92018 0.72309
S 1.43882 -0.00809 -0.25101
H 1.88399 -3.38910 2.72706
H 2.84247 -4.88353 4.43906
H 3.85212 -7.04441 3.77652
H 3.90618 -7.68477 1.38551
H 2.93973 -6.19864 -0.31586
*
```

Model B:
Formula: C38H25ClMoN4O2S5
Source: OMol25
Level of theory: the ωB97M-V functional and the def2-TZVPD basis

Results
HOMO level (alpha / beta) = -7.01 / -7.19 eV
molar mass = 861.4 g/mol

```
! RIJCOSX wB97M-V def2-TZVPD def2/J DEFGRID3
* xyz 0 3
Mo -0.91071 0.70069 -0.80412
Cl -6.55545 4.04412 2.65275
C -5.08287 3.47132 1.92664
C -3.87492 4.15930 2.18806
C -2.69777 3.75006 1.63575
C -2.65888 2.61874 0.78005
O -1.53368 2.27340 0.26357
C -3.87181 1.92408 0.54057
C -3.91150 0.76997 -0.26827
O -2.94768 0.19112 -0.81511
C -5.08440 2.37680 1.12494
H -3.89759 5.02049 2.84317
H -1.76314 4.25468 1.84005
H -4.89297 0.31362 -0.43613
H -6.00445 1.83989 0.92889
S 2.66231 2.16808 -3.23023
C 3.23434 0.79578 -2.32229
C 4.51724 0.25797 -2.27852
C 4.72154 -0.86264 -1.49825
C 3.66717 -1.43858 -0.77865
C 2.39787 -0.90109 -0.81710
C 2.18591 0.23558 -1.59614
N 0.97856 0.90569 -1.78611
C 1.07799 1.90162 -2.63238
C -0.14144 2.58350 -3.05519
C -0.16163 3.65681 -3.94062
C -1.38211 4.14852 -4.36504
C -2.55747 3.55433 -3.91092
C -2.51699 2.49361 -3.01461
C -1.30526 1.97974 -2.54785
H 5.33130 0.71375 -2.82608
H 5.71245 -1.28860 -1.42155
H 3.86106 -2.30286 -0.15739
H 1.58770 -1.31905 -0.23571
H 0.76143 4.10033 -4.29813
H -1.42286 4.98224 -5.05355
H -3.51267 3.92980 -4.25872
H -3.45560 2.06659 -2.67783
C -0.21591 -0.87885 -3.91247
C -0.78878 -1.78939 -2.87187
C -1.27136 -3.04886 -3.29539
C -1.81150 -3.91518 -2.40114
C -1.82776 -3.58562 -1.02948
C -2.31943 -4.48190 -0.05451
C -2.24945 -4.14768 1.26478
C -1.68487 -2.91989 1.65127
C -1.21214 -2.01176 0.73105
S -0.49964 -0.50068 1.25623
C -1.29294 -2.33625 -0.65601
N -0.84023 -1.42150 -1.59671
H -0.21439 -1.37567 -4.88012
H 0.80817 -0.61242 -3.66183
H -0.79518 0.04198 -3.98905
H -1.21659 -3.29339 -4.34669
H -2.21291 -4.86908 -2.72276
H -2.73339 -5.42958 -0.37539
H -2.61637 -4.82819 2.02226
H -1.60960 -2.66898 2.70207
S 5.91179 -0.44977 2.25678
C 4.42410 0.28364 2.20805
S 3.99361 1.49670 1.05972
C 2.33778 1.49259 1.61742
N 2.15676 0.70607 2.62927
N 3.31402 0.04781 2.96039
C 3.18239 -0.92264 4.00353
C 4.18595 -1.10410 4.94159
C 4.00958 -2.04578 5.94527
C 2.84334 -2.79262 6.01561
C 1.84028 -2.59088 5.07641
C 2.00364 -1.65618 4.06758
S 1.10071 2.41103 0.85488
H 5.09203 -0.52013 4.88442
H 4.79161 -2.18966 6.67961
H 2.71366 -3.52507 6.80201
H 0.92291 -3.16349 5.12917
H 1.22712 -1.47403 3.33614
*
```

Best to worst by energy: model A, model B.

Model A:
Formula: C2H10NO2S
Source: OMol25
Level of theory: the ωB97M-V functional and the def2-TZVPD basis

Results
HOMO level = -2.56 eV
molar mass = 112.2 g/mol

```
! RIJCOSX wB97M-V def2-TZVPD def2/J DEFGRID3
* xyz -1 1
C -0.87803 -0.32487 0.49180
C -0.53640 -0.36242 -0.99390
S -1.65090 -1.47092 -1.93499
N -0.82863 -1.69739 1.06764
H -1.86608 0.13333 0.63909
H -0.18981 0.27708 1.10232
H 0.47063 -0.75481 -1.10601
H -0.54385 0.67851 -1.33976
H -1.27858 -2.27405 0.34853
H -1.46618 -1.72072 1.84526
H 0.92132 -0.64140 3.52703
H 0.09938 -1.80175 3.00114
O 0.32345 -1.33370 3.82449
H 2.75794 4.36181 -3.90107
H 2.41649 2.99803 -3.36522
O 2.24926 3.93327 -3.20634
*
```

Model B:
Formula: C2H10NO2S
Source: OMol25
Level of theory: the ωB97M-V functional and the def2-TZVPD basis

Results
HOMO level = -2.60 eV
molar mass = 112.2 g/mol

```
! RIJCOSX wB97M-V def2-TZVPD def2/J DEFGRID3
* xyz -1 1
C 0.78156 0.00866 1.09204
C 1.12545 -0.18424 -0.35344
S -0.33090 -0.24558 -1.51094
N 1.80864 0.81530 1.84154
H -0.11543 0.61915 1.16466
H 0.67290 -0.96648 1.57601
H 1.68372 0.67639 -0.74843
H 1.81531 -0.99912 -0.59454
H 1.95043 0.41929 2.77056
H 2.72725 0.62318 1.43703
H -2.65357 -0.04322 3.30159
H -3.51994 0.95670 2.50554
O -3.44683 0.49432 3.33938
H -1.52167 -0.68609 -5.64402
H -0.38179 -0.57636 -4.64666
O -0.59513 -0.91190 -5.53031
*
```

Model C:
Formula: C2H10NO2S
Source: OMol25
Level of theory: the ωB97M-V functional and the def2-TZVPD basis

Results
HOMO level = -3.13 eV
molar mass = 112.2 g/mol

```
! RIJCOSX wB97M-V def2-TZVPD def2/J DEFGRID3
* xyz -1 1
C 0.60460 0.09506 0.14431
C -0.92238 0.27609 0.32484
S -1.72608 -1.22511 1.46018
N 1.40332 -0.17871 1.33168
H 0.78444 -0.72649 -0.50308
H 0.90394 0.85311 -0.60126
H -1.20896 1.20123 0.81523
H -1.52080 0.34002 -0.65374
H 0.83690 -0.81705 1.96787
H 2.11601 -0.83636 0.99104
H -2.06395 -3.73081 -0.86467
H -2.44620 -2.29560 -0.20456
O -2.80850 -3.13962 -0.67006
H 1.45086 2.84143 -1.33103
H 2.24977 4.04069 -0.78418
O 2.34704 3.30210 -1.42255
*
```

Best to worst by energy: model A, model B, model C.